Entry 1:
{
  "formula": "C18H24N5O9",
  "method": "ωB97M-V with the def2-TZVPD basis set",
  "homo_lumo_gap_ev": 6.80,
  "homo_ev": -5.85,
  "charge": -1,
  "species": ["O", "O", "O", "O", "O", "O", "O", "O", "O", "N", "N", "N", "N", "N", "C", "C", "C", "C", "C", "C", "C", "C", "C", "C", "C", "C", "C", "C", "C", "C", "C", "C", "H", "H", "H", "H", "H", "H", "H", "H", "H", "H", "H", "H", "H", "H", "H", "H", "H", "H", "H", "H", "H", "H", "H", "H"],
  "positions_angstrom": [[49.2260, 31.5530, 53.5300], [48.1230, 26.8010, 46.4820], [49.8920, 23.9920, 40.4970], [46.4130, 22.8790, 47.8030], [49.4670, 25.9180, 41.5980], [47.1470, 28.5960, 45.9010], [42.8470, 34.1490, 47.1150], [45.9680, 26.6610, 45.7410], [50.4370, 29.6820, 53.5650], [49.5850, 30.5840, 53.0080], [47.0630, 27.2950, 45.9550], [49.5530, 24.6250, 41.5320], [45.4940, 24.4340, 49.3410], [43.9180, 32.1490, 46.9880], [47.2000, 29.1520, 49.4830], [48.6950, 24.5980, 44.0010], [42.7760, 31.3680, 47.3100], [49.3600, 29.0520, 50.7240], [48.0310, 22.3580, 45.1320], [49.0860, 23.8910, 42.6360], [48.5070, 28.5590, 49.5150], [45.3910, 23.4550, 50.4500], [46.5600, 30.0220, 50.3780], [48.4840, 21.6250, 43.8150], [49.0780, 22.3980, 42.7260], [48.2580, 23.7880, 45.2350], [43.8690, 33.4670, 46.8640], [45.2430, 25.8410, 49.6860], [45.1940, 31.4250, 46.7680], [45.9930, 24.0650, 48.0970], [48.7560, 29.9730, 51.8490], [47.4020, 30.5080, 51.5860], [45.5000, 30.3720, 50.1840], [46.9670, 31.0920, 52.4160], [47.6470, 21.9480, 45.9940], [45.5610, 22.5360, 50.2090], [46.5880, 28.8600, 48.6340], [44.7560, 33.8840, 46.4830], [42.0650, 31.1980, 46.6410], [46.0480, 23.7020, 51.3040], [49.0830, 27.8010, 48.8730], [44.9970, 26.5880, 48.7510], [47.8050, 24.0780, 45.9590], [49.5520, 21.9030, 41.8680], [46.1550, 26.4990, 50.1600], [50.3600, 28.8270, 50.9690], [44.3210, 23.5940, 50.8890], [45.9750, 32.0250, 46.3030], [48.9660, 25.6880, 44.2600], [45.5860, 30.9850, 47.8200], [44.7210, 25.9210, 50.6110], [48.5140, 20.6760, 43.8820], [42.9600, 30.2690, 47.7630], [42.3530, 31.8680, 48.1850], [44.9560, 30.4010, 46.3100], [46.0040, 24.7170, 47.4480]],
  "forces_ev_per_angstrom": [[-0.4, 2.8, 0.8], [-1.9, -1.4, -1.3], [-0.4, 1.4, 2.2], [-1.5, 3.7, 1.4], [0.6, -4.2, -0.3], [-1.6, -2.3, -1.0], [1.8, -0.9, -0.5], [2.7, 0.9, 0.1], [-2.7, 3.8, -2.6], [1.6, -8.1, 0.4], [0.7, 2.8, 2.5], [-0.4, 2.7, -2.1], [0.8, -0.3, -0.6], [2.2, -1.6, -1.2], [0.0, -0.9, -0.9], [1.2, -2.1, 0.2], [2.0, -1.7, 5.9], [-4.7, 1.6, 0.6], [3.3, 2.5, -6.2], [-1.6, -1.6, 7.3], [2.9, 2.3, 5.0], [-2.7, 6.9, 2.4], [3.2, 0.8, 2.8], [0.3, 10.8, 1.8], [-1.2, 1.0, 0.9], [4.5, -5.6, -13.3], [-3.7, 0.9, 0.9], [2.9, 3.1, -1.3], [-0.6, -3.0, 2.5], [0.8, -10.1, 7.1], [-1.5, -0.2, -5.1], [0.4, -2.3, -0.9], [1.6, -0.4, 0.5], [0.1, 0.0, -0.9], [-0.9, -1.5, 1.5], [0.9, -5.4, -2.1], [0.1, -0.1, -0.2], [1.5, 0.8, -0.4], [-2.8, -0.1, -3.5], [0.0, 0.2, -0.5], [-1.8, 1.5, 0.5], [-0.1, -2.4, 2.3], [-4.4, 5.1, 8.9], [-0.5, 0.0, 0.4], [-0.9, -2.0, -1.5], [1.1, -0.8, -0.4], [1.6, -0.5, -0.8], [-0.3, -0.2, -0.1], [-0.9, -1.7, -1.1], [-0.6, 1.5, -2.0], [-1.8, -0.2, 0.0], [0.2, -6.7, -0.2], [0.5, 2.4, -1.2], [-0.6, 0.0, -0.2], [0.6, 1.8, -0.3], [0.0, 7.2, -6.6]]
}

***

Entry 2:
{
  "formula": "C18H24NO3",
  "method": "ωB97M-V with the def2-TZVPD basis set",
  "smiles": "OCC[NH2+]CCOCCOc1ccccc1-c1ccccc1",
  "homo_lumo_gap_ev": 9.28,
  "homo_ev": -11.43,
  "charge": 1,
  "species": ["O", "O", "O", "N", "C", "C", "C", "C", "C", "C", "C", "C", "C", "C", "C", "C", "C", "C", "C", "C", "C", "C", "H", "H", "H", "H", "H", "H", "H", "H", "H", "H", "H", "H", "H", "H", "H", "H", "H", "H", "H", "H", "H", "H", "H", "H"],
  "positions_angstrom": [[2.6904, 1.6366, 0.2992], [0.1153, -2.7627, 1.1465], [0.3036, 1.0341, -0.7691], [1.7813, -0.9072, 0.4606], [1.4452, -0.9753, 1.8989], [3.2115, -0.7391, 0.1465], [-2.7234, 1.7922, 1.9916], [-2.5927, -1.6708, -0.6473], [-2.5233, -2.3635, -2.9417], [-1.5276, 2.4835, 2.0861], [-2.9030, 0.8576, 0.9887], [-1.9080, 0.6098, 0.0455], [-1.8520, -0.1395, -2.3381], [3.6698, 0.6717, 0.5739], [-0.5194, 2.2492, 1.1672], [2.5145, 1.9811, -1.0702], [-0.7171, 1.3364, 0.1426], [1.0114, 2.1330, -1.3354], [-2.7924, -2.6413, -1.6118], [0.0750, -1.6470, 2.0159], [-2.1123, -0.4112, -0.9986], [-2.0596, -1.1092, -3.3019], [-3.5143, 1.9794, 2.7002], [-1.5169, 0.8447, -2.6284], [1.2461, -0.1063, 0.0037], [-1.8678, -0.8824, -4.3397], [-0.7180, -0.9514, 1.7142], [4.6245, 0.9073, 0.0900], [3.3384, -0.8755, -0.9293], [-3.8361, 0.3212, 0.9098], [2.9301, 1.2070, -1.7213], [0.8322, 2.1328, -2.4159], [3.8122, 0.7145, 1.6558], [0.6449, 3.0715, -0.9175], [3.0223, 2.9270, -1.2875], [1.4084, -1.7901, 0.0737], [-2.6857, -3.1183, -3.6952], [-0.7099, -3.2547, 1.1985], [1.4321, 0.0207, 2.3391], [2.1945, -1.5926, 2.3992], [-2.8176, -1.8851, 0.3889], [-3.1674, -3.6132, -1.3280], [0.4246, 2.7672, 1.2523], [-0.0965, -1.9523, 3.0528], [3.8068, -1.4938, 0.6618], [-1.3741, 3.2040, 2.8736]],
  "forces_ev_per_angstrom": [[-0.2, 0.3, -0.1], [0.1, -0.2, 0.0], [-0.3, 0.1, 0.2], [-0.4, 0.0, -0.4], [-0.4, -0.3, 0.5], [0.6, 0.5, -0.1], [0.0, 0.0, 0.1], [0.1, 0.1, 0.0], [0.0, -0.1, 0.0], [0.0, 0.0, 0.0], [0.1, 0.1, 0.0], [0.2, 0.2, 0.0], [0.0, 0.0, 0.0], [0.1, -0.3, 0.1], [0.2, 0.0, -0.1], [-0.4, -0.1, 0.0], [-0.2, -0.1, 0.0], [0.5, 0.3, -0.1], [0.0, -0.1, -0.1], [-0.1, 0.3, 0.2], [0.0, -0.2, -0.1], [0.0, 0.0, -0.1], [-0.1, 0.0, 0.1], [0.0, 0.1, 0.0], [0.2, -0.5, 0.2], [0.0, 0.0, -0.1], [0.1, 0.0, 0.1], [0.0, -0.1, 0.1], [-0.1, -0.1, 0.1], [-0.1, -0.1, 0.0], [0.0, 0.0, 0.0], [0.0, 0.1, 0.1], [0.1, -0.1, -0.1], [0.0, -0.1, 0.0], [0.0, -0.1, 0.0], [0.1, 0.3, -0.1], [0.0, -0.1, -0.1], [0.0, 0.0, -0.1], [0.0, 0.0, -0.1], [0.0, 0.1, -0.1], [0.0, 0.0, 0.1], [0.0, -0.1, 0.0], [0.1, 0.0, 0.0], [0.1, 0.1, -0.1], [-0.1, 0.0, 0.0], [0.0, 0.1, 0.1]]
}

***

Entry 3:
{
  "formula": "C18H25BCl2F4N2RuSSi2",
  "method": "ωB97M-V with the def2-TZVPD basis set",
  "spin_multiplicity": 5,
  "homo_lumo_gap_ev": [7.50, 6.34],
  "homo_ev": [-8.00, -8.53],
  "species": ["Ru", "Cl", "Cl", "S", "Si", "Si", "F", "F", "F", "F", "N", "N", "C", "C", "C", "C", "C", "C", "C", "C", "C", "C", "C", "C", "C", "C", "C", "C", "C", "C", "B", "H", "H", "H", "H", "H", "H", "H", "H", "H", "H", "H", "H", "H", "H", "H", "H", "H", "H", "H", "H", "H", "H", "H", "H", "H"],
  "positions_angstrom": [[0.1704, -0.5668, 0.1042], [-3.2041, -1.4357, 4.4039], [-2.0317, -2.3402, -0.9448], [-1.0949, -1.1209, 1.9732], [3.4393, -0.6747, 1.0449], [-2.0540, 1.8827, -0.6992], [0.3119, -1.7498, -2.5639], [0.6990, -4.0222, -2.2217], [0.9662, -2.4358, -0.4393], [2.4467, -2.4817, -2.2956], [-0.3801, 1.2603, -0.3591], [2.0143, 0.2007, 0.2826], [3.2635, 1.8763, -1.1762], [4.4481, -1.4166, -0.3002], [2.8021, -2.0070, 2.1839], [-3.0678, -2.3821, 0.4819], [-2.6474, -1.9538, 1.7652], [2.0256, 1.3210, -0.5844], [-3.5739, -2.0602, 2.8258], [3.0778, 2.9849, -1.8405], [-3.3098, 0.8441, 0.1684], [0.6813, 3.0121, -1.6838], [-1.9325, 3.6380, 0.0984], [1.8567, 3.6262, -2.0342], [-4.3295, -2.9836, 0.3153], [4.4593, 0.6181, 1.9677], [0.7845, 1.8944, -0.8597], [-2.3925, 1.6487, -2.5559], [-5.1368, -3.1443, 1.3936], [-4.7976, -2.6161, 2.6252], [1.1153, -2.7079, -2.0206], [4.0037, 3.3903, -2.2614], [5.5289, 0.5495, 1.7185], [4.2346, 1.6743, 1.7177], [3.6669, -2.1638, 2.8507], [-6.1258, -3.5544, 1.2702], [4.4101, 0.5330, 3.0368], [-2.8968, 3.8965, 0.5773], [4.6920, -0.7952, -1.1511], [1.8449, 4.5694, -2.5820], [2.5599, -2.9314, 1.6891], [5.3362, -1.8917, 0.0779], [3.7817, -2.1940, -0.8175], [-1.1092, 3.6452, 0.7581], [-1.8967, 2.4303, -3.1340], [-5.5366, -2.7041, 3.4244], [-3.0559, 0.6983, 1.2064], [-3.6216, -0.0686, -0.3085], [4.2457, 1.4938, -0.9843], [-2.2410, 0.6600, -2.9153], [-4.5157, -3.2279, -0.7266], [1.9871, -1.6646, 2.7798], [-0.3283, 3.3489, -1.9846], [-4.2427, 1.4560, 0.1658], [-3.4692, 1.7716, -2.7727], [-1.8618, 4.3709, -0.6900]],
  "forces_ev_per_angstrom": [[-0.2, -0.3, 0.0], [0.1, 0.0, -0.2], [-0.4, 0.4, 0.9], [-0.3, -0.3, 0.4], [-0.4, 0.8, -0.6], [0.7, -0.3, 0.2], [-0.5, 0.5, -0.2], [0.3, 1.3, 0.3], [0.4, -0.4, -0.6], [-0.5, -0.2, 0.0], [1.4, 0.1, -0.4], [-0.3, 1.3, -1.2], [-2.7, -2.6, 2.6], [-1.5, -1.4, -1.3], [1.2, 0.6, -0.2], [-0.3, -0.7, 0.9], [0.4, 0.5, -1.2], [2.9, -2.1, 1.5], [1.0, 0.5, -0.2], [2.0, 2.6, -1.6], [-1.0, 1.2, 0.1], [0.0, 0.9, -0.1], [-2.3, -0.9, -1.5], [-1.2, 0.6, -1.2], [2.1, 0.7, -1.3], [0.4, 0.8, -0.6], [-2.6, -1.0, 0.1], [-1.0, 1.7, 0.6], [-1.2, 0.3, 0.0], [-1.0, -0.9, 0.4], [0.5, -1.2, 0.6], [-0.5, 0.5, 0.0], [-0.2, -0.4, -0.1], [-0.3, -0.5, 0.1], [-0.3, -0.2, 0.0], [-0.1, -0.2, 0.0], [-0.2, -0.1, 0.6], [0.6, -0.3, 0.2], [0.3, 0.5, 0.0], [0.0, -0.3, 0.0], [-0.2, -0.3, -0.2], [0.4, -0.3, 0.1], [1.1, 0.8, 1.0], [0.8, 0.2, 0.8], [0.2, -0.4, -0.3], [0.5, 0.2, -0.1], [0.0, -0.2, 0.3], [0.3, -0.4, -0.2], [0.1, -0.5, 0.0], [0.9, -0.9, -0.2], [-0.6, -0.4, 0.4], [-0.7, 0.2, 0.5], [1.1, 0.2, 0.3], [0.5, -0.1, 0.0], [0.2, 0.3, 0.4], [0.5, 0.4, -0.2]]
}